A cluster of 2 separate species, C3H4N2OS in total, computed with ωB97M-V/def2-TZVPD.

Geometry as ORCA input:
```
! wB97M-V def2-TZVPD RIJCOSX def2/J DEFGRID3
* xyz 0 1
N 2.02 -0.80 -0.32
N 1.87 -1.40 0.62
S 1.67 -2.23 1.85
C -0.68 0.36 -1.22
C -1.05 0.66 0.16
C -0.32 0.77 1.23
O 0.34 0.97 2.18
H 0.25 -0.32 -1.14
H -0.49 1.31 -1.70
H -1.50 -0.20 -1.90
H -2.12 0.89 0.24
*
```

Output
SMILES: N#[N+][S-].CC=C=O

Results of the natural (NBO) charge analysis, in e, for atoms 1 through 5: -0.009 -0.157 0.178 -0.613 -0.557



The ion C3H8N4S with charge +2, computed with ωB97M-V/def2-TZVPD.

Geometry as ORCA input:
```
! wB97M-V def2-TZVPD RIJCOSX def2/J DEFGRID3
* xyz 2 1
N 0.38 2.14 -0.18
C 0.16 0.90 0.14
N -0.96 0.63 0.93
N -1.59 -0.55 0.82
C -1.16 -1.51 0.03
N -0.08 -1.29 -0.76
C 0.86 -0.21 -0.51
S 2.23 -0.78 0.64
H 1.22 2.27 -0.74
H -0.26 2.95 0.14
H -1.44 1.46 1.29
H -2.35 -0.90 1.44
H -1.64 -2.49 -0.05
H 0.16 -1.74 -1.68
H 1.32 0.19 -1.34
H 3.16 -1.07 -0.16
*
```

Output
SMILES: [NH2+]=C1NNC=[NH+][C@@H]1S

Results of the natural (NBO) charge analysis, in e, for atoms 1 through 5: -0.647 0.547 -0.367 -0.321 0.371



| no. | total energy (Ha) |
| --- | --- |
| 1 | -699.56231 |
| 2 | -735.62037 |